[1]
{
  "formula": "C16H30N2O2P2Sn",
  "method": "ωB97M-V/def2-TZVPD",
  "e_lumo_ev": -0.29,
  "total_energy_ha": -1784.49433,
  "largest_force_ev_per_a": 5.65,
  "species": ["Sn", "P", "P", "N", "H", "C", "H", "H", "H", "C", "H", "H", "H", "C", "H", "H", "H", "C", "H", "H", "H", "C", "H", "H", "H", "C", "H", "H", "H", "C", "C", "C", "C", "C", "C", "H", "H", "H", "H", "H", "C", "O", "C", "H", "H", "H", "C", "H", "H", "H", "O", "C", "N"],
  "positions_angstrom": [[-0.096, -1.396, -0.357], [2.268, -1.276, -1.658], [-2.780, -0.181, 1.861], [-0.189, 0.607, -0.981], [1.572, -0.268, 4.224], [3.482, -2.576, -1.292], [4.473, -2.283, -1.666], [3.165, -3.511, -1.774], [3.519, -2.725, -0.204], [3.027, 0.260, -1.022], [3.878, 0.529, -1.664], [3.360, 0.106, 0.012], [2.276, 1.061, -1.038], [2.246, -1.063, -3.465], [3.263, -0.836, -3.815], [1.567, -0.248, -3.745], [1.891, -1.994, -3.928], [-3.631, -1.652, 2.426], [-4.663, -1.385, 2.689], [-3.112, -2.050, 3.308], [-3.635, -2.401, 1.624], [-3.106, 1.161, 3.000], [-4.189, 1.224, 3.175], [-2.752, 2.105, 2.564], [-2.578, 0.960, 3.941], [-3.337, 0.312, 0.240], [-4.081, 1.109, 0.368], [-3.804, -0.545, -0.261], [-2.485, 0.682, -0.349], [-0.560, 1.099, -2.147], [-1.483, 0.974, -4.426], [-1.188, 0.358, -3.224], [-0.307, 2.500, -2.376], [-0.622, 3.093, -3.586], [-1.207, 2.339, -4.620], [-1.939, 0.386, -5.226], [-1.409, -0.700, -3.049], [0.151, 3.050, -1.548], [-0.412, 4.153, -3.730], [-1.453, 2.813, -5.573], [1.148, -0.473, 2.540], [1.341, -1.166, 1.345], [1.874, -1.247, 3.650], [2.023, -0.953, 4.759], [2.906, -1.411, 3.338], [1.331, -2.186, 3.782], [1.573, 1.003, 2.368], [1.300, 1.601, 3.248], [1.086, 1.427, 1.478], [2.660, 1.053, 2.227], [-0.783, -0.466, 4.005], [-0.402, -0.466, 2.822], [-1.179, -0.509, 1.733]]
}



[2]
{
  "formula": "C3H7NO",
  "method": "ωB97M-V/def2-TZVPD",
  "e_lumo_ev": [0.95, -1.84],
  "s_squared": 2.01,
  "multiplicity": 3,
  "total_energy_ha": -248.18633,
  "largest_force_ev_per_a": 8.18,
  "species": ["C", "C", "C", "N", "O", "H", "H", "H", "H", "H", "H", "H"],
  "positions_angstrom": [[-0.638, 0.337, 0.468], [-1.399, -0.469, -0.576], [1.563, 0.691, 0.001], [2.491, -0.110, 0.333], [2.262, -1.307, 0.732], [-0.017, -0.422, 1.133], [-2.116, 0.135, -1.175], [-2.035, -1.290, -0.302], [-0.664, -0.786, -1.349], [-1.410, 0.807, 0.758], [0.278, 0.606, -0.139], [1.686, 1.809, 0.115]]
}



[3]
{
  "formula": "C3H6N3O",
  "method": "ωB97M-V/def2-TZVPD",
  "smiles": "N[N+]1=C(O)C=NC1",
  "e_lumo_ev": -5.34,
  "total_energy_ha": -357.09571,
  "charge": 1,
  "largest_force_ev_per_a": 4.10,
  "species": ["C", "C", "C", "N", "N", "N", "O", "H", "H", "H", "H", "H", "H"],
  "positions_angstrom": [[0.939, 1.433, -0.036], [0.240, 0.549, 0.842], [0.059, 0.031, -1.354], [0.822, 1.112, -1.251], [-0.314, -0.366, 0.042], [-0.821, -1.549, 0.470], [0.078, 0.766, 2.124], [1.623, 2.198, 0.164], [-0.902, 0.370, -1.819], [0.501, -0.651, -2.112], [-0.130, -0.042, 2.682], [-0.316, -2.238, -0.086], [-1.778, -1.611, 0.334]]
}



[4]
{
  "formula": "C47H92BeF3O24",
  "method": "ωB97M-V/def2-TZVPD",
  "e_lumo_ev": -5.80,
  "total_energy_ha": -3965.61478,
  "charge": 1,
  "largest_force_ev_per_a": 3.88,
  "species": ["Be", "C", "O", "O", "C", "F", "F", "F", "C", "C", "H", "H", "H", "H", "H", "H", "C", "C", "C", "O", "C", "H", "H", "H", "H", "H", "H", "H", "H", "C", "C", "C", "O", "C", "H", "H", "H", "H", "H", "H", "H", "H", "C", "C", "C", "O", "C", "H", "H", "H", "H", "H", "H", "H", "H", "C", "C", "C", "O", "C", "H", "H", "H", "H", "H", "H", "H", "H", "C", "C", "C", "O", "C", "H", "H", "H", "H", "H", "H", "H", "H", "C", "C", "C", "O", "C", "H", "H", "H", "H", "H", "H", "H", "H", "C", "C", "C", "O", "C", "H", "H", "H", "H", "H", "H", "H", "H", "C", "O", "C", "O", "O", "C", "H", "H", "H", "H", "H", "H", "C", "O", "C", "O", "O", "C", "H", "H", "H", "H", "H", "H", "C", "O", "C", "O", "O", "C", "H", "H", "H", "H", "H", "H", "C", "O", "C", "O", "O", "C", "H", "H", "H", "H", "H", "H", "C", "O", "C", "O", "O", "C", "H", "H", "H", "H", "H", "H"],
  "positions_angstrom": [[-2.257, 2.666, 2.854], [-1.387, -0.097, 0.395], [-0.001, 0.129, 0.287], [-1.832, 0.691, 1.435], [-2.128, -0.018, -0.953], [-3.434, -0.138, -0.684], [-1.932, 1.127, -1.619], [-1.718, -0.984, -1.767], [0.850, -0.718, -0.468], [2.269, -0.232, -0.140], [2.400, 0.282, 0.815], [2.973, -1.060, -0.074], [2.534, 0.546, -0.859], [0.721, -0.713, -1.553], [0.750, -1.780, -0.221], [-1.408, -1.114, 0.809], [0.768, 4.456, -0.099], [1.378, 5.202, 1.108], [0.129, 5.356, 1.922], [-0.675, 4.176, 1.725], [-0.424, 3.648, 0.383], [1.611, 3.898, -0.506], [0.468, 5.180, -0.856], [1.813, 6.152, 0.806], [2.027, 4.583, 1.727], [-0.522, 6.170, 1.591], [0.392, 5.542, 2.963], [-1.290, 3.875, -0.238], [-0.157, 2.594, 0.314], [1.812, 1.410, 4.447], [2.146, 2.631, 5.339], [0.969, 3.589, 5.007], [0.178, 2.919, 3.981], [1.055, 2.019, 3.274], [1.186, 0.706, 4.997], [2.702, 0.848, 4.167], [3.116, 3.022, 5.032], [2.304, 2.325, 6.372], [1.478, 4.467, 4.611], [0.360, 3.689, 5.902], [1.610, 2.552, 2.502], [0.369, 1.357, 2.740], [-3.442, -3.657, -0.876], [-3.833, -5.099, -0.973], [-3.750, -5.641, 0.509], [-3.916, -4.438, 1.262], [-3.211, -3.423, 0.632], [-4.194, -2.946, -1.228], [-2.583, -3.350, -1.475], [-3.205, -5.700, -1.632], [-4.853, -5.288, -1.303], [-2.839, -6.130, 0.862], [-4.552, -6.362, 0.661], [-2.113, -3.432, 0.694], [-3.479, -2.445, 1.032], [5.452, 2.586, 0.171], [5.556, 1.422, 1.141], [4.843, 1.938, 2.372], [3.828, 2.804, 1.880], [4.029, 3.068, 0.453], [5.637, 2.290, -0.860], [6.143, 3.384, 0.450], [6.594, 1.166, 1.360], [5.082, 0.522, 0.744], [5.560, 2.557, 2.918], [4.459, 1.135, 2.999], [3.763, 4.081, 0.165], [3.370, 2.342, -0.033], [0.675, 1.960, -3.317], [0.734, 3.471, -3.509], [0.596, 3.586, -5.041], [0.372, 2.251, -5.578], [-0.128, 1.462, -4.500], [0.358, 1.591, -2.340], [1.702, 1.599, -3.424], [1.630, 3.846, -3.013], [-0.036, 4.099, -3.054], [1.534, 4.005, -5.405], [-0.249, 4.174, -5.395], [-0.109, 0.372, -4.565], [-1.201, 1.636, -4.359], [-5.596, 0.093, 4.117], [-5.701, -0.192, 2.620], [-5.167, 1.056, 1.931], [-4.421, 1.679, 2.962], [-5.115, 1.539, 4.178], [-5.073, -0.623, 4.748], [-6.601, 0.085, 4.550], [-6.658, -0.543, 2.240], [-4.962, -0.970, 2.419], [-5.979, 1.722, 1.625], [-4.535, 0.855, 1.070], [-5.886, 2.282, 4.405], [-4.532, 1.702, 5.090], [2.734, -2.293, 3.152], [4.017, -2.393, 2.336], [4.937, -3.390, 3.087], [4.274, -3.790, 4.251], [2.875, -3.511, 4.165], [1.792, -2.307, 2.604], [2.748, -1.356, 3.712], [4.447, -1.432, 2.060], [3.709, -2.926, 1.434], [5.894, -2.949, 3.368], [5.117, -4.159, 2.333], [2.318, -3.275, 5.071], [2.473, -4.459, 3.800], [-4.760, 5.923, 2.159], [-5.343, 5.241, 1.061], [-4.576, 4.305, 0.521], [-3.542, 3.873, 1.000], [-5.193, 3.886, -0.557], [-4.541, 2.923, -1.383], [-3.832, 6.461, 1.974], [-4.556, 5.194, 2.949], [-5.419, 6.600, 2.701], [-3.790, 3.407, -2.011], [-5.127, 2.489, -2.195], [-4.184, 2.049, -0.844], [0.436, -5.304, 0.770], [0.328, -4.873, 2.138], [-0.433, -5.613, 2.911], [-0.867, -6.714, 2.645], [-0.620, -4.906, 4.041], [-1.380, -5.531, 5.045], [0.882, -6.297, 0.829], [1.057, -4.593, 0.233], [-0.567, -5.399, 0.355], [-0.978, -5.425, 6.053], [-1.620, -6.591, 4.976], [-2.327, -4.987, 5.066], [-3.356, -0.560, -4.554], [-3.933, -1.202, -5.653], [-5.236, -1.474, -5.680], [-6.056, -1.188, -4.819], [-5.518, -2.133, -6.783], [-6.887, -2.367, -7.132], [-2.297, -0.422, -4.756], [-3.481, -0.992, -3.560], [-3.933, 0.368, -4.489], [-6.849, -3.203, -7.828], [-7.227, -1.501, -7.699], [-7.597, -2.598, -6.341], [4.968, -1.196, -2.424], [6.330, -1.443, -2.703], [7.164, -1.513, -1.703], [6.802, -1.743, -0.569], [8.418, -1.442, -2.161], [9.542, -1.373, -1.252], [4.825, -0.289, -1.836], [4.535, -2.048, -1.901], [4.441, -1.042, -3.363], [9.329, -1.527, -0.196], [9.887, -0.340, -1.315], [10.354, -1.999, -1.612], [-0.581, -3.046, -4.202], [0.121, -2.361, -5.249], [1.259, -1.733, -4.978], [1.873, -1.833, -3.925], [1.604, -0.954, -5.968], [2.783, -0.178, -5.787], [0.145, -3.456, -3.498], [-1.053, -3.868, -4.734], [-1.215, -2.382, -3.619], [2.946, 0.303, -6.750], [3.636, -0.823, -5.580], [2.670, 0.603, -5.037]]
}